Run 1
Below is the molecule C11H21NO, with properties calculated with the ωB97M-V functional and the def2-TZVPD basis.

Properties
Gap between HOMO and LUMO (spin up / spin down) ... 7.58 / 9.06 eV
2S+1 ... 1

Positions of all 34 atoms, in Å:
O  -3.08  -0.04  0.08
N  -1.94  0.56  0.61
C  -0.77  0.61  -0.21
C  2.10  -1.58  0.36
C  1.54  1.88  0.41
C  -1.08  1.39  -1.53
C  -0.76  -1.50  -1.70
C  2.79  -0.31  0.67
C  0.56  -1.50  0.51
C  0.14  1.41  0.81
C  -3.97  -0.52  1.11
C  2.46  0.86  -0.26
C  -0.14  -0.73  -0.57
H  2.39  -2.32  1.09
H  0.35  -2.60  0.53
H  2.31  -1.66  -0.69
H  0.12  -2.13  -2.18
H  1.46  2.69  -0.19
H  -0.47  2.21  1.15
H  0.45  0.83  1.71
H  3.36  1.47  -0.40
H  2.16  2.23  1.34
H  -1.37  -2.16  -1.19
H  2.11  0.58  -1.26
H  -0.39  1.04  -2.32
H  -4.31  0.39  1.56
H  0.33  -1.05  1.39
H  2.66  -0.13  1.76
H  -3.45  -1.11  1.79
H  -1.35  -0.89  -2.38
H  -2.19  1.33  -1.86
H  -0.95  2.40  -1.20
H  -4.86  -0.94  0.45
H  3.81  -0.72  0.62

Run 2
Below is a structure of composition C11H21NO, with properties calculated with the ωB97M-V functional and the def2-TZVPD basis.

Properties
Gap between HOMO and LUMO ... 9.91 eV
2S+1 ... 1

Positions of all 34 atoms, in Å:
O  0.19  -1.80  -1.02
N  -0.51  0.14  -0.92
C  -0.46  -1.06  -0.46
C  1.03  2.08  -1.80
C  2.99  -1.35  2.23
C  -1.19  -1.54  0.51
C  -0.84  -1.08  1.97
C  -1.77  2.29  -1.13
C  0.22  0.66  -1.93
C  0.40  -1.61  2.25
C  -1.26  1.18  -0.22
C  1.64  -0.81  1.61
C  -0.35  2.90  -1.68
H  -0.88  0.02  2.06
H  -0.65  1.75  0.61
H  -0.22  0.66  -2.75
H  -2.34  3.10  -0.51
H  1.50  0.08  1.91
H  -1.41  -1.41  2.76
H  3.26  -2.47  1.95
H  -0.17  3.90  -1.14
H  -0.54  3.51  -2.57
H  1.18  -0.14  -2.12
H  1.69  2.44  -2.46
H  0.42  -2.78  2.03
H  3.18  -1.41  3.20
H  -2.32  0.87  0.27
H  3.78  -0.87  1.72
H  -2.10  1.87  -2.06
H  1.63  -0.95  0.67
H  0.69  -1.60  3.59
H  -2.47  -1.13  0.70
H  -1.50  -2.84  0.43
H  1.42  2.12  -0.66

Most stable structure, least stable structure: run 1, run 2.

Run 1
Below is the molecule C4H3N3, with properties calculated with the ωB97M-V functional and the def2-TZVPD basis.

Properties
Gap between HOMO and LUMO ... 10.11 eV
2S+1 ... 1

Positions of all 10 atoms, in Å:
N  -2.18  -0.66  0.17
N  -0.85  -1.06  0.12
N  -2.22  0.60  -0.02
C  -0.07  0.05  -0.06
C  1.34  -0.10  -0.13
C  -0.94  1.09  -0.11
C  2.54  -0.19  -0.26
H  -0.52  -1.61  0.89
H  3.59  -0.25  -0.40
H  -0.71  2.14  -0.21

Run 2
Below is the molecule C4H3N3, with properties calculated with the ωB97M-V functional and the def2-TZVPD basis.

Properties
Gap between HOMO and LUMO (spin up / spin down) ... 8.34 / 8.34 eV
2S+1 ... 1

Positions of all 10 atoms, in Å:
N  -2.42  -1.79  1.64
N  0.06  0.47  0.97
N  -0.29  -0.82  -0.95
C  -0.57  -0.53  0.27
C  0.89  1.13  0.22
C  1.20  1.21  -1.10
C  -1.60  -1.22  1.04
H  -0.93  -1.53  -1.32
H  1.43  2.00  0.65
H  2.23  1.10  -1.44

Most stable structure, least stable structure: run 1, run 2.

Run 1
Below is the molecule C4H3N3, with properties calculated with the ωB97M-V functional and the def2-TZVPD basis.

Properties
Gap between HOMO and LUMO ... 8.97 eV
2S+1 ... 1

Positions of all 10 atoms, in Å:
N  2.93  0.28  0.30
N  -0.31  -1.58  0.13
N  0.30  0.73  -0.31
C  0.77  -0.99  -0.11
C  1.95  -0.32  0.16
C  -0.98  0.58  -0.11
C  -1.38  -0.73  0.08
H  0.73  1.67  -0.26
H  -1.63  1.43  -0.09
H  -2.39  -1.08  0.20

Run 2
Below is the molecule C4H3N3, with properties calculated with the ωB97M-V functional and the def2-TZVPD basis.

Properties
Gap between HOMO and LUMO ... 9.00 eV
2S+1 ... 1

Positions of all 10 atoms, in Å:
N  0.70  -0.39  -3.03
N  -0.68  0.55  -1.79
N  0.80  -0.42  -4.14
C  -0.03  0.01  0.33
C  0.43  -0.25  -1.87
C  0.86  -0.63  -0.56
C  -0.96  0.71  -0.52
H  1.71  -1.39  -0.44
H  -1.90  1.13  -0.37
H  0.07  -0.03  1.46

Run 3
Below is a cluster of 2 separate species, C4H3N3 in total, with properties calculated with the ωB97M-V functional and the def2-TZVPD basis.

Properties
Gap between HOMO and LUMO ... 7.83 eV
2S+1 ... 1

Positions of all 10 atoms, in Å:
N  1.47  1.08  -1.13
N  0.34  1.71  -1.22
N  -0.56  1.06  -0.48
C  -1.69  -0.68  1.64
C  1.30  0.04  -0.27
C  -0.01  -0.06  0.14
C  -0.75  -1.16  0.89
H  -0.76  -2.88  0.86
H  -1.47  1.50  -0.42
H  2.12  -0.60  0.01

Run 4
Below is the molecule C4H3N3, with properties calculated with the ωB97M-V functional and the def2-TZVPD basis.

Properties
Gap between HOMO and LUMO ... 8.96 eV
2S+1 ... 1

Positions of all 10 atoms, in Å:
N  -0.33  -0.23  -1.75
N  1.29  0.10  -0.35
N  0.88  0.04  -1.69
C  0.27  -0.08  0.49
C  0.16  0.09  1.83
C  -0.88  -0.35  -0.41
C  -0.59  0.89  2.46
H  -1.38  -1.31  -0.26
H  2.22  0.42  -0.14
H  -1.62  0.43  -0.18

Most stable structure, least stable structure: run 2, run 3.

Run 1
Below is the molecule C4H3N3, with properties calculated with the ωB97M-V functional and the def2-TZVPD basis.

Properties
Gap between HOMO and LUMO ... 11.54 eV
2S+1 ... 1

Positions of all 10 atoms, in Å:
N  0.78  -0.02  -0.94
N  -2.10  1.75  -0.31
N  1.09  1.12  2.34
C  -1.39  0.86  -0.44
C  0.56  -0.47  0.39
C  -0.57  -0.28  -0.57
C  0.85  0.43  1.46
H  0.69  -1.52  0.63
H  -1.06  -1.17  -0.95
H  1.13  -0.70  -1.60

Run 2
Below is a structure of composition C4H3N3, with properties calculated with the ωB97M-V functional and the def2-TZVPD basis.

Properties
Gap between HOMO and LUMO ... 9.65 eV
2S+1 ... 1

Positions of all 10 atoms, in Å:
N  3.49  -0.26  0.24
N  0.22  -1.25  -0.10
N  -1.36  0.33  0.15
C  0.74  0.02  -0.27
C  -0.98  -0.94  -0.07
C  -0.15  1.06  -0.06
C  2.25  0.16  -0.24
H  -1.74  -1.75  0.14
H  -2.44  0.56  0.34
H  -0.03  2.08  -0.15

Most stable structure, least stable structure: run 1, run 2.

Run 1
Below is the molecule CH6N2O3S, with properties calculated with the ωB97M-V functional and the def2-TZVPD basis.

Properties
Gap between HOMO and LUMO ... 10.37 eV
2S+1 ... 1

Positions of all 13 atoms, in Å:
S  1.30  -0.36  0.30
O  2.45  -0.75  1.09
O  1.18  1.22  0.77
O  1.36  -0.49  -1.11
N  -1.10  0.72  -0.95
N  -0.19  -0.94  0.67
C  -1.39  -0.53  -0.58
H  -0.92  1.21  -0.11
H  -2.34  -0.54  -0.13
H  -1.24  -1.24  -1.31
H  -0.49  -0.37  1.43
H  1.71  1.35  1.55
H  -0.32  0.72  -1.62

Run 2
Below is a cluster of 2 separate species, CH6N2O3S in total, with properties calculated with the ωB97M-V functional and the def2-TZVPD basis.

Properties
Gap between HOMO and LUMO (spin up / spin down) ... 8.56 / 8.05 eV
2S+1 ... 1

Positions of all 13 atoms, in Å:
S  -1.78  0.33  -0.22
O  -2.81  1.03  0.48
O  -1.79  0.13  -1.66
O  1.48  0.34  0.57
N  -1.82  -1.32  0.44
N  0.53  1.27  0.45
C  2.14  -0.05  -0.60
H  -0.82  -1.50  0.65
H  0.39  1.73  1.35
H  3.23  -0.37  -0.23
H  1.55  -0.92  -1.05
H  -2.50  -1.48  1.22
H  2.20  0.81  -1.40

Most stable structure, least stable structure: run 1, run 2.

Run 1
Below is the molecule C21H27N3O3S, with properties calculated with the ωB97M-V functional and the def2-TZVPD basis.

Properties
Gap between HOMO and LUMO ... 8.02 eV
2S+1 ... 1

Positions of all 55 atoms, in Å:
S  1.97  0.70  2.78
O  -1.68  -1.68  -2.33
O  -2.24  1.47  -0.06
O  -2.65  -1.22  1.88
N  3.26  -1.33  0.00
N  -0.62  0.74  2.38
N  0.60  2.31  1.20
C  -0.77  -0.49  3.12
C  -2.21  -2.88  -2.82
C  2.10  2.08  -0.77
C  -0.44  -1.72  -1.71
C  1.42  -0.44  -0.92
C  1.83  2.75  0.59
C  3.44  0.02  -0.05
C  -0.61  3.05  0.88
C  -1.41  2.52  -0.27
C  4.69  0.63  0.47
C  0.17  -0.49  -1.54
C  -2.45  2.08  -2.19
C  -3.22  -2.05  0.90
C  1.41  -2.87  -0.67
C  -1.51  2.94  -1.56
C  0.59  1.25  2.05
C  2.33  0.61  -0.61
C  -2.86  1.21  -1.22
C  0.17  -2.90  -1.27
C  -1.33  -1.58  2.22
C  2.04  -1.65  -0.50
H  2.65  2.51  1.28
H  0.20  -0.77  3.52
H  -2.53  -3.55  -2.01
H  4.86  1.60  0.01
H  -3.09  -2.60  -3.40
H  -2.78  2.11  -3.21
H  5.54  -0.01  0.28
H  2.98  2.55  -1.21
H  -1.41  0.92  1.77
H  -2.68  -1.97  -0.05
H  4.60  0.78  1.55
H  -1.50  -3.40  -3.47
H  1.25  2.24  -1.43
H  -0.71  -1.67  1.31
H  1.88  -3.79  -0.34
H  -0.33  -3.85  -1.40
H  -3.54  0.38  -1.24
H  3.90  -1.98  0.44
H  -0.98  3.75  -2.02
H  -4.25  -1.72  0.76
H  -1.32  -2.55  2.74
H  -0.31  4.08  0.64
H  1.79  3.84  0.46
H  -1.47  -0.32  3.95
H  -0.31  0.40  -1.90
H  -3.22  -3.10  1.22
H  -1.24  3.08  1.78

Run 2
Below is the molecule C21H27N3O3S, with properties calculated with the ωB97M-V functional and the def2-TZVPD basis.

Properties
Gap between HOMO and LUMO ... 8.38 eV
2S+1 ... 1

Positions of all 55 atoms, in Å:
S  5.51  0.75  -0.12
O  6.02  1.85  0.64
O  6.04  0.54  -1.44
O  -6.95  -2.10  -0.02
N  5.65  -0.63  0.85
N  -3.30  0.91  -0.38
N  -0.42  1.02  -0.38
C  7.83  -1.46  0.41
C  -7.36  0.26  0.45
C  -6.54  -0.80  0.09
C  -4.63  0.69  -0.09
C  3.08  0.68  -1.43
C  0.95  0.97  -0.33
C  5.45  -1.85  0.08
C  1.64  1.15  0.89
C  1.70  0.74  -1.49
C  -6.81  1.53  0.53
C  -1.21  1.54  0.72
C  -1.18  0.45  -1.47
C  -2.49  -0.13  -0.94
C  -5.19  -0.58  -0.17
C  -2.57  2.01  0.21
C  -8.29  -2.40  0.25
C  3.01  1.09  0.93
C  6.84  -2.25  -0.45
C  -5.47  1.76  0.26
C  3.73  0.86  -0.23
C  6.96  -0.77  1.46
H  -5.09  2.77  0.30
H  -8.38  -3.48  0.11
H  3.55  1.23  1.85
H  6.85  -1.39  2.36
H  8.34  -0.71  -0.20
H  -8.41  0.12  0.66
H  1.22  0.64  -2.44
H  -0.69  2.39  1.17
H  -4.60  -1.45  -0.42
H  6.93  -1.96  -1.50
H  -1.36  0.78  1.50
H  -1.40  1.21  -2.23
H  -8.56  -2.15  1.28
H  -7.44  2.36  0.79
H  8.58  -2.11  0.87
H  -2.25  -0.92  -0.21
H  -3.02  -0.59  -1.78
H  -8.97  -1.89  -0.44
H  -0.60  -0.35  -1.93
H  6.99  -3.33  -0.38
H  5.05  -2.61  0.76
H  4.73  -1.66  -0.71
H  3.67  0.52  -2.32
H  -3.13  2.42  1.05
H  -2.42  2.81  -0.53
H  1.09  1.31  1.80
H  7.31  0.22  1.74

Most stable structure, least stable structure: run 1, run 2.

Run 1
Below is a cluster of 14 separate species, C6H34O13 in total, with properties calculated with the ωB97M-V functional and the def2-TZVPD basis.

Properties
Gap between HOMO and LUMO ... 8.58 eV
2S+1 ... 1

Positions of all 53 atoms, in Å:
O  2.61  -2.91  -2.43
O  -4.16  0.63  2.56
O  -0.59  -2.50  -1.74
O  3.93  -1.19  0.27
O  0.12  2.11  -3.97
O  0.73  -1.84  -3.86
O  2.09  0.58  -2.86
O  -3.05  -1.47  1.24
O  2.65  1.12  -0.22
O  -2.12  -1.27  3.95
O  -1.81  2.96  3.30
O  1.23  3.33  0.96
O  1.12  -2.89  0.35
C  -0.93  0.98  1.33
C  0.91  -0.37  2.12
C  -1.05  1.13  0.02
C  -2.40  0.12  -1.54
C  0.38  0.84  1.97
C  -2.40  1.07  -0.61
H  1.91  -3.21  -1.84
H  -1.12  3.31  2.73
H  0.33  -2.49  -0.08
H  -3.56  -0.66  1.41
H  -0.23  1.44  -0.62
H  -0.17  -1.97  -2.48
H  -0.11  1.46  -4.67
H  -1.76  0.69  1.97
H  -2.71  -1.99  3.65
H  -1.53  2.14  3.70
H  3.80  -0.30  -0.10
H  1.40  -1.23  -3.51
H  0.62  4.06  0.79
H  2.20  0.59  -1.88
H  0.40  -1.30  1.96
H  -3.66  0.00  3.11
H  -1.46  -1.37  3.28
H  1.72  1.10  0.08
H  1.30  -2.63  -3.79
H  2.80  2.08  -0.12
H  0.92  1.70  -3.58
H  4.12  -1.04  1.20
H  -1.53  -0.35  -1.97
H  -3.71  1.49  2.58
H  0.86  1.76  2.21
H  2.96  0.74  -3.21
H  -3.15  1.81  -0.37
H  -1.13  -3.18  -2.15
H  3.23  -2.54  -1.81
H  2.03  3.56  1.45
H  1.80  -2.24  0.10
H  -3.37  -0.22  -1.89
H  1.94  -0.36  2.48
H  -2.39  -1.30  0.53

Run 2
Below is a cluster of 13 separate species, C6H34O13 in total, with properties calculated with the ωB97M-V functional and the def2-TZVPD basis.

Properties
Gap between HOMO and LUMO ... 8.23 eV
2S+1 ... 1

Positions of all 53 atoms, in Å:
O  -1.72  2.19  2.91
O  3.60  0.13  0.55
O  0.03  -0.78  -3.24
O  1.24  -3.10  -2.47
O  -3.00  -2.16  -0.67
O  2.47  3.50  -1.57
O  -2.46  -0.57  3.49
O  -0.32  0.17  2.34
O  0.75  -0.78  4.50
O  1.69  1.87  1.33
O  -0.04  -2.91  2.73
O  -1.01  -3.92  -0.22
O  1.17  1.58  -3.61
C  -0.89  2.87  -2.13
C  -1.64  1.55  -1.92
C  -0.83  0.71  -1.02
C  -0.03  -0.17  1.10
C  1.06  -0.81  0.65
C  -1.10  0.41  0.25
H  0.74  -3.21  2.23
H  4.44  0.57  0.68
H  1.82  -3.79  -2.18
H  -1.80  -3.55  -0.62
H  -2.60  1.78  -1.34
H  1.15  1.57  0.57
H  2.39  1.28  1.00
H  0.49  -1.55  -2.91
H  -1.93  0.21  3.23
H  1.10  -1.02  -0.45
H  -3.47  -1.39  -1.01
H  2.45  4.00  -0.74
H  -3.00  -0.59  2.69
H  -1.83  1.10  -2.91
H  -0.32  -3.28  -0.11
H  1.91  1.89  -4.12
H  -2.58  -1.85  0.23
H  0.42  0.01  3.00
H  3.59  -0.15  -0.39
H  -0.70  3.19  -1.12
H  1.73  2.92  -1.34
H  -0.88  -0.61  -3.05
H  -1.97  0.78  0.76
H  0.89  0.68  -3.78
H  0.10  -1.49  4.42
H  0.37  -3.50  -2.63
H  -0.91  2.50  2.51
H  -1.85  2.66  3.74
H  -0.62  -3.43  2.16
H  -1.26  3.79  -2.60
H  0.11  2.89  -2.59
H  1.72  -1.21  1.39
H  1.38  -1.18  3.85
H  -0.01  0.19  -1.53

Most stable structure, least stable structure: run 1, run 2.

Run 1
Below is a cluster of 2 separate species, C2H3O3S in total, with properties calculated with the ωB97M-V functional and the def2-TZVPD basis.

Properties
Gap between HOMO and LUMO ... 5.20 eV
2S+1 ... 1
Net charge ... -1

Positions of all 9 atoms, in Å:
S  1.46  0.94  -0.63
O  -1.35  -0.40  -1.29
O  0.96  -1.47  0.58
O  -2.15  0.94  0.51
C  0.79  -0.09  0.73
C  -1.68  0.21  -0.31
H  0.14  1.38  -1.03
H  0.41  -1.84  -0.17
H  1.43  0.32  1.62

Run 2
Below is a cluster of 2 separate species, C2H3O3S in total, with properties calculated with the ωB97M-V functional and the def2-TZVPD basis.

Properties
Gap between HOMO and LUMO ... 4.86 eV
2S+1 ... 1
Net charge ... -1

Positions of all 9 atoms, in Å:
S  -1.13  0.84  0.67
O  3.48  1.26  -0.51
O  0.85  -0.69  -0.41
O  3.78  -0.48  0.92
C  3.51  0.34  0.18
C  -0.24  -0.09  -0.82
H  0.80  -1.41  0.25
H  -1.09  -0.81  -1.04
H  -1.08  2.14  0.11

Most stable structure, least stable structure: run 1, run 2.

Run 1
Below is a structure of composition H2NO2S, with properties calculated with the ωB97M-V functional and the def2-TZVPD basis.

Properties
Gap between HOMO and LUMO ... 7.45 eV
2S+1 ... 1
Net charge ... -1

Positions of all 6 atoms, in Å:
S  -1.01  -0.56  -0.23
O  -0.91  -1.31  1.01
O  -1.63  0.79  -0.17
N  1.17  -0.08  -0.40
H  1.22  0.81  -0.83
H  1.15  0.35  0.62

Run 2
Below is a cluster of 2 separate species, H2NO2S in total, with properties calculated with the ωB97M-V functional and the def2-TZVPD basis.

Properties
Gap between HOMO and LUMO (spin up / spin down) ... 6.35 / 8.16 eV
2S+1 ... 1
Net charge ... -1

Positions of all 6 atoms, in Å:
S  0.54  0.37  0.05
O  0.94  1.57  -0.72
O  1.46  -0.09  1.12
N  0.19  -0.82  -0.88
H  -2.52  -0.58  1.94
H  -0.60  -0.45  -1.50

Most stable structure, least stable structure: run 1, run 2.